Computed, not measured: 6 unconnected molecules or ions with the total composition C27H33IN5O5PS, with the ωB97M-V functional and the def2-TZVPD basis.

Structure (XYZ):
```
73
Properties=species:S:1:pos:R:3:lowdin_charge:R:1
O -3.168 1.563 5.193 0.21
C -2.041 1.729 4.972 -0.39
O -1.377 2.827 5.496 0.16
C -0.094 2.772 4.982 -0.46
O 0.663 3.623 5.189 0.19
C 0.102 1.528 4.141 -0.15
P 1.704 1.093 3.379 0.21
O 1.573 0.020 2.179 -0.25
O 2.578 0.363 4.538 -0.18
S 2.618 2.654 2.732 0.35
C -1.085 0.914 4.125 -0.12
C -1.417 -0.359 3.385 -0.17
C -2.825 -0.371 2.745 -0.24
C -3.059 0.501 1.462 -0.56
I -1.334 1.435 0.576 0.97
H 1.408 0.468 1.336 0.01
H 1.930 -0.154 5.051 0.09
H -1.436 -1.139 4.168 0.14
H -0.607 -0.655 2.712 0.07
H -3.542 -0.051 3.510 0.10
H -3.040 -1.418 2.498 0.11
H -3.463 -0.167 0.697 0.03
H -3.819 1.248 1.702 0.05
N 5.193 -1.425 7.684 0.00
C 5.938 -2.261 6.898 -0.15
C 6.201 -1.609 5.721 -0.11
C 5.594 -0.328 5.802 -0.12
C 4.983 -0.243 7.025 -0.15
H 4.854 -1.644 8.603 0.14
H 6.215 -3.244 7.242 0.10
H 6.766 -2.007 4.895 0.09
H 5.606 0.443 5.050 0.09
H 4.418 0.553 7.481 0.11
N -0.663 -2.183 -0.170 0.01
C -1.790 -2.845 -0.574 -0.14
C -1.427 -4.117 -0.931 -0.10
C -0.026 -4.227 -0.729 -0.11
C 0.415 -3.019 -0.256 -0.15
H -0.633 -1.227 0.144 0.03
H -2.751 -2.355 -0.576 0.10
H -2.092 -4.883 -1.296 0.09
H 0.587 -5.095 -0.909 0.09
H 1.400 -2.682 0.025 0.11
N -4.054 2.379 -1.998 0.00
C -3.876 1.577 -3.092 -0.14
C -4.677 2.052 -4.097 -0.13
C -5.362 3.189 -3.590 -0.11
C -4.954 3.366 -2.294 -0.14
H -3.593 2.260 -1.113 0.05
H -3.198 0.740 -3.061 0.11
H -4.763 1.632 -5.086 0.09
H -6.071 3.805 -4.117 0.09
H -5.226 4.106 -1.560 0.11
N 4.152 -3.854 -2.899 0.00
C 3.307 -2.936 -2.337 -0.14
C 3.942 -1.722 -2.342 -0.11
C 5.219 -1.915 -2.934 -0.11
C 5.317 -3.239 -3.269 -0.14
H 3.948 -4.829 -3.020 0.14
H 2.332 -3.226 -1.985 0.07
H 3.537 -0.798 -1.965 0.09
H 5.977 -1.167 -3.096 0.09
H 6.113 -3.795 -3.736 0.10
N -3.095 3.900 -7.905 0.00
C -2.753 3.320 -9.097 -0.15
C -2.340 2.041 -8.838 -0.12
C -2.440 1.839 -7.435 -0.11
C -2.912 3.003 -6.888 -0.15
H -3.429 4.840 -7.793 0.14
H -2.833 3.867 -10.021 0.10
H -2.003 1.327 -9.572 0.09
H -2.195 0.942 -6.890 0.09
H -3.130 3.270 -5.868 0.09
```

Its structure (SMILES) is O=C1OC(=O)C(P(O)(O)=S)=C1CCCI.c1cc[nH]c1.c1cc[nH]c1.c1cc[nH]c1.c1cc[nH]c1.c1cc[nH]c1. The multiplicity is 1. The value obtained for the maximum force is 2.9 eV/Å. The calculation puts the lowest unoccupied orbital energy at -1.46 eV. As for the calculated total energy: -74447.237 eV.